#A
This record from the Open Molecules 2025 dataset describes 2 unconnected molecules or ions with the total composition C2H3BrClNO. The level of theory is the ωB97M-V functional and the def2-TZVPD basis.

Element x y z (Å)
C  -0.149  0.686  0.826
O  0.519  -0.962  -1.689
Cl  -0.844  0.900  -2.856
C  -0.150  0.005  -1.541
H  -1.140  0.714  1.078
Br  -0.547  -2.028  1.465
H  0.504  1.575  0.400
N  0.465  -0.308  1.416
H  1.342  -0.581  0.901

Its frontier orbital gap (alpha / beta) is 6.546 / 6.880 eV. The calculation puts the HOMO energy (alpha / beta) at -7.87 / -8.10 eV.



#B
This record from the Open Molecules 2025 dataset describes 2 unconnected molecules or ions with the total composition C2H3BrClNO. The level of theory is the ωB97M-V functional and the def2-TZVPD basis.

Element x y z (Å)
H  -2.490  0.893  -1.492
C  -1.920  0.854  -0.570
Cl  -2.755  1.766  0.633
N  3.102  -0.049  0.468
H  -0.575  -1.355  -0.200
O  0.980  -0.797  0.977
C  1.997  -0.353  0.695
Br  -2.011  -1.124  -0.198
H  3.671  0.164  -0.313

Its frontier orbital gap is 7.743 eV. The calculation puts the HOMO energy at -7.44 eV.



#C
This record from the Open Molecules 2025 dataset describes 2 unconnected molecules or ions with the total composition C2H3BrClNO. The level of theory is the ωB97M-V functional and the def2-TZVPD basis.

Element x y z (Å)
N  0.680  -0.267  -0.351
Cl  -2.313  1.886  -2.227
H  0.703  0.469  0.344
C  -1.484  1.423  -0.767
Br  -0.321  2.774  -0.051
H  -2.171  1.091  0.002
C  -0.186  -0.215  -1.325
H  1.450  -0.925  -0.362
O  -0.479  -0.787  -2.310

Its frontier orbital gap is 9.299 eV. The calculation puts the HOMO energy at -8.81 eV.



Of them, #C has the highest stability.



#A
This record from the Open Molecules 2025 dataset describes 12 unconnected molecules or ions with the total composition BH26O11. The level of theory is the ωB97M-V functional and the def2-TZVPD basis.

Element x y z (Å)
H  1.723  1.182  -0.225
H  -0.248  1.157  0.942
O  0.144  4.067  0.025
H  -1.291  -0.609  0.710
H  0.929  3.171  -2.176
O  1.222  0.037  3.861
H  -1.166  -0.523  -3.107
H  0.066  -2.527  -0.173
H  -0.920  -0.088  -1.824
H  -4.172  1.071  -2.180
H  0.014  3.339  0.625
O  2.637  1.444  -0.208
B  -0.156  0.049  0.454
H  4.022  -1.383  0.649
H  0.013  0.104  -0.739
H  3.054  -1.326  -2.004
H  0.908  -0.759  0.911
O  -1.625  -0.771  -2.289
O  0.036  3.110  -2.006
H  -0.068  3.207  -1.152
O  -0.326  -3.411  -0.357
H  0.815  -0.145  2.918
O  -2.746  -3.469  0.938
H  3.562  -0.100  1.112
O  4.407  -0.721  1.055
H  0.436  -3.973  -0.643
O  -4.067  0.612  -1.307
H  -2.254  0.546  1.308
H  -2.824  -2.642  0.682
H  -1.923  -3.705  0.384
O  -2.944  0.870  2.033
O  2.619  -1.968  -1.295
H  -0.493  4.633  0.047
H  -2.932  0.136  2.611
H  -3.188  0.172  -1.283
H  1.822  -1.534  -0.914
H  2.009  -0.534  3.730
H  2.902  1.284  -1.097

Its frontier orbital gap is 9.686 eV. The calculation puts the HOMO energy at -7.32 eV. Its net charge is -1.



#B
This record from the Open Molecules 2025 dataset describes 12 unconnected molecules or ions with the total composition BH26O11. The level of theory is the ωB97M-V functional and the def2-TZVPD basis.

Element x y z (Å)
H  -61.551  -1.458  6.765
O  -66.543  -5.322  3.463
H  -64.337  -6.481  7.556
B  -65.059  -5.644  7.854
H  -66.673  -5.027  2.572
H  -65.931  -5.318  7.024
H  -65.631  -8.593  9.610
O  -65.430  -2.961  10.516
H  -65.237  -9.849  8.007
H  -67.349  -5.362  11.144
O  -61.659  -5.956  9.487
H  -68.709  -4.359  8.960
H  -65.393  -2.755  9.612
H  -62.150  -2.965  7.257
H  -61.901  -4.696  6.688
O  -65.821  -8.238  10.523
H  -63.090  -5.759  4.751
H  -66.340  -4.779  4.189
H  -67.132  -4.327  8.726
H  -64.586  -3.669  10.683
O  -63.109  -5.025  5.370
H  -62.239  -6.789  9.501
O  -67.921  -3.779  8.933
H  -66.647  -8.214  10.806
O  -67.517  -4.697  11.762
O  -62.331  -1.996  7.192
O  -68.361  -7.313  8.017
H  -64.018  -5.100  5.663
H  -64.415  -4.625  8.000
H  -67.533  -7.101  7.828
O  -61.204  -4.454  7.107
H  -64.517  -8.545  7.554
H  -61.067  -5.058  7.770
H  -67.029  -4.001  11.432
H  -62.293  -5.473  9.907
H  -68.689  -7.592  7.173
O  -64.323  -9.485  7.782
H  -65.450  -5.756  8.916

Its frontier orbital gap is 8.773 eV. The calculation puts the HOMO energy at -6.21 eV. Its net charge is -1.



Of them, #B has the highest stability.



#A
This record from the Open Molecules 2025 dataset describes C7H8ClF3N2 in the gas phase. The level of theory is the ωB97M-V functional and the def2-TZVPD basis.

Element x y z (Å)
Cl  1.498  -2.586  0.170
C  0.170  1.510  -1.423
H  1.248  1.105  2.003
H  -1.284  -0.308  2.356
F  -2.699  -1.030  0.652
F  -1.249  -1.682  -0.861
H  0.162  -1.037  1.789
N  -0.148  1.294  -0.111
H  0.014  1.655  3.037
C  -1.791  -0.603  -0.218
C  -0.738  0.259  0.399
C  -0.330  -0.020  1.904
F  -2.500  0.157  -1.139
C  0.829  0.617  -2.203
C  1.489  -0.979  -0.488
H  0.286  2.544  -1.671
H  1.118  1.015  -3.238
N  0.467  0.883  2.674
H  1.862  -0.291  0.214
C  0.966  -0.767  -1.672
H  0.630  -1.735  -2.176

Its frontier orbital gap is 8.436 eV. The calculation puts the HOMO energy at -8.53 eV. As for the SMILES: NC/C(=N/C=C\C=C\Cl)C(F)(F)F.



#B
This record from the Open Molecules 2025 dataset describes C7H8ClF3N2 in the gas phase. The level of theory is the ωB97M-V functional and the def2-TZVPD basis.

Element x y z (Å)
F  -2.275  -1.696  -1.157
C  -0.740  -0.528  0.138
N  0.377  -1.117  2.268
F  -1.165  -0.197  -2.223
F  -0.221  -2.056  -1.663
H  2.187  2.177  0.049
C  -0.466  -1.583  1.193
C  1.603  0.311  -0.694
H  1.306  -0.905  1.916
C  -1.008  1.794  -0.230
Cl  3.041  -0.508  -0.189
H  0.207  3.336  -0.963
H  0.000  -2.453  0.723
H  -0.009  -0.267  2.664
H  1.029  -0.265  -1.387
C  1.415  1.612  -0.455
N  -1.055  0.645  0.485
C  0.163  2.302  -0.668
H  -1.899  2.405  -0.181
C  -1.066  -1.102  -1.243
H  -1.424  -1.908  1.619

Its frontier orbital gap is 9.013 eV. The calculation puts the HOMO energy at -8.74 eV. As for the SMILES: NC/C(=N/C=C\C=C\Cl)C(F)(F)F.



Of them, #B has the highest stability.



#A
This record from the Open Molecules 2025 dataset describes C20H21NO4 in the gas phase. The level of theory is the ωB97M-V functional and the def2-TZVPD basis.

Element x y z (Å)
C  -1.255  -0.201  -4.705
H  -1.418  2.834  2.936
H  1.614  4.368  4.363
H  -1.215  -0.566  -5.722
C  0.626  3.904  4.364
H  1.719  -4.218  -2.320
C  -0.514  2.247  2.858
O  -1.817  -4.326  -2.436
H  2.691  2.217  3.904
O  -0.448  -1.285  0.648
H  -0.544  1.746  -5.228
O  1.623  -2.803  0.129
C  -1.727  -0.559  -2.384
H  0.359  -2.300  -3.420
C  1.339  -2.475  -1.131
C  -1.302  -3.420  -3.051
H  0.228  4.438  6.423
H  0.950  2.839  6.221
H  -1.404  0.751  1.606
H  2.203  -2.128  1.939
C  1.790  1.898  3.399
C  1.803  0.738  2.652
C  -2.065  -2.472  -3.967
C  -1.684  -1.043  -3.688
H  -0.608  2.585  -2.908
H  -0.093  4.623  3.967
C  -0.512  1.087  2.113
C  0.571  -0.905  1.173
N  0.038  -3.177  -3.028
O  1.476  -1.371  -1.593
H  2.714  0.164  2.586
C  -0.877  1.101  -4.427
H  0.245  -4.328  -1.321
C  1.870  -1.704  0.991
C  0.239  3.546  5.802
C  0.638  2.671  3.511
C  -1.340  0.738  -2.106
H  -1.848  -2.732  -5.005
H  -2.046  -1.208  -1.582
H  2.640  -1.053  0.562
C  0.647  0.316  1.994
H  -0.749  3.093  5.827
C  0.851  -3.665  -1.942
H  -1.363  1.096  -1.088
C  -0.914  1.572  -3.127
H  -3.131  -2.632  -3.790

Its frontier orbital gap is 8.976 eV. The calculation puts the HOMO energy at -8.95 eV. As for the SMILES: CCc1ccc(C(=O)COC(=O)CNC(=O)Cc2ccccc2)cc1.



#B
This record from the Open Molecules 2025 dataset describes C20H21NO4 in the gas phase. The level of theory is the ωB97M-V functional and the def2-TZVPD basis.

Element x y z (Å)
H  0.309  -0.735  -2.593
O  5.718  -0.832  0.594
C  -1.276  -0.936  -0.536
H  5.821  1.540  1.422
H  1.115  -1.125  1.107
C  -3.410  -0.399  -1.527
C  -3.877  0.111  -0.312
H  -5.404  -0.625  2.108
H  5.501  -2.163  -0.985
H  4.082  3.300  1.123
H  -0.024  -2.492  1.129
H  1.484  -2.619  0.222
C  3.946  2.305  0.732
C  4.903  1.336  0.896
C  -2.141  -0.915  -1.635
H  -6.572  1.711  0.502
H  6.507  -2.657  0.398
C  1.296  0.510  -1.174
O  -0.071  3.799  -0.799
O  1.868  3.021  -0.072
C  0.430  1.543  -1.290
C  0.867  -0.853  -1.664
H  -1.812  -1.318  -2.580
C  2.764  2.016  0.046
H  -6.942  -0.620  1.246
H  -4.074  -0.380  -2.377
C  2.544  0.733  -0.478
H  3.380  -1.225  -0.712
H  -0.516  1.434  -1.798
H  -3.340  0.465  1.746
H  4.734  -2.660  0.553
C  -1.747  -0.432  0.670
C  -3.030  0.081  0.787
C  5.591  -2.146  0.106
N  0.002  -1.504  -0.688
H  -5.027  1.774  1.372
C  3.538  -0.241  -0.304
H  1.717  -1.509  -1.859
H  -1.114  -0.422  1.544
C  -5.726  1.111  0.848
C  -6.226  0.004  1.774
H  -6.711  0.443  2.642
C  4.706  0.048  0.375
C  0.680  2.857  -0.731
O  -5.145  0.608  -0.337
C  0.681  -1.939  0.511

Its frontier orbital gap is 7.711 eV. The calculation puts the HOMO energy at -7.71 eV. As for the SMILES: CCOc1ccc(N(C)Cc2cc(=O)oc3ccc(OC)cc23)cc1.



Of them, #A has the highest stability.